# 1
C3H8NO3 | ωB97M-V with the def2-TZVPD basis set

Atoms and positions in Å:
O  3.02493  -0.44895  0.04889
O  -3.30393  -0.70474  0.41202
O  0.85805  -1.45889  -0.29656
N  -0.54250  0.32422  0.06213
C  -3.00262  0.32092  -0.31430
C  1.98606  0.49791  0.29508
C  0.65966  -0.16512  -0.07662
H  -2.79525  0.43817  -1.32926
H  1.92659  -1.66301  -0.39346
H  -3.28134  -1.45431  -0.19227
H  3.84271  -0.23544  -0.32777
H  -0.47527  1.24868  0.42410
H  -2.95222  1.17903  0.33719
H  2.03501  1.40298  -0.11973
H  2.02012  0.71855  1.47057

Values from the calculation:
Kohn-Sham gap = 8.488 eV
total charge = +1
electronic energy = -10863.400 eV
HOMO energy = -0.51725 Eh
ΔE to the lowest compared entry with this formula, charge and spin = 80.74 kcal/mol


# 2
C13H25N3O2S | ωB97M-V with the def2-TZVPD basis set

Atoms and positions in Å:
S  3.04829  -0.22722  -3.12280
O  0.42045  2.30841  -0.16085
O  -0.97812  -1.42852  1.66193
N  1.31558  -0.03634  -1.19436
N  3.41382  -0.75215  -0.54997
N  0.92975  0.12725  0.14042
C  4.81766  -1.04055  -0.73445
C  -4.42914  -0.07639  0.87561
C  -1.92584  -0.45245  1.25159
C  2.61181  -0.31057  -1.53604
C  -5.81456  -0.69825  1.04452
C  -0.16631  1.27677  1.94595
C  -1.65524  0.90290  1.92552
C  6.67682  -0.17030  0.67898
C  -3.35072  -0.94965  1.51201
C  -6.94254  0.19314  0.52428
C  5.68405  0.04082  -0.16401
C  -6.91850  0.37050  -0.98933
C  0.40465  1.32488  0.54194
H  0.80957  0.54014  -1.85967
H  -3.51749  -1.00951  2.59233
H  0.59581  -0.71678  0.60289
H  6.93315  -1.16226  1.01476
H  -1.15814  -1.65619  2.58152
H  -2.20725  1.67429  1.38984
H  -6.87993  1.17167  1.00578
H  -5.98440  -0.89257  2.10673
H  5.43859  1.04016  -0.49750
H  -6.02850  0.90673  -1.30753
H  -3.42749  -1.96210  1.10714
H  -1.77399  -0.35816  0.17075
H  -4.42593  0.91261  1.33705
H  -7.78765  0.93704  -1.31513
H  -6.93519  -0.59721  -1.48598
H  0.39342  0.55643  2.54393
H  5.04951  -2.00549  -0.27339
H  3.09361  -0.62196  0.40001
H  -0.05919  2.26797  2.38680
H  -4.20565  0.04507  -0.18489
H  -2.01852  0.87440  2.95631
H  -5.84620  -1.65817  0.52424
H  4.97730  -1.11087  -1.81646
H  -7.89677  -0.25479  0.81111
H  7.28595  0.63299  1.05580

Values from the calculation:
Kohn-Sham gap = 8.501 eV
total charge = 0
electronic energy = -33286.993 eV
HOMO energy = -0.29831 Eh
ΔE to the lowest compared entry with this formula, charge and spin = 62.23 kcal/mol
structure (SMILES) = C=CCNC(=S)NNC(=O)CC[C@@H](O)CCCCC


# 3
C3H4AlMgO4 | ωB97M-V with the def2-TZVPD basis set

Atoms and positions in Å:
Al  -0.16148  -1.38260  2.71257
Mg  -0.21224  0.15507  -5.03363
O  0.43851  -1.61274  1.05174
O  -0.30976  1.07184  -3.18676
O  0.34355  -1.01873  -3.41964
O  -0.54725  0.50509  1.18637
C  0.07180  -0.02074  -2.72464
C  0.45357  -0.31958  0.60900
C  -0.54209  0.51567  2.64077
H  0.30272  -0.23225  -0.54544
H  0.23323  1.23020  2.98283
H  -1.51271  0.94211  2.93473
H  1.44215  0.16664  0.79212

Values from the calculation:
spin multiplicity = 2
Kohn-Sham gap (alpha / beta) = 6.419 / 7.166 eV
total charge = +2
electronic energy = -23387.770 eV
⟨S²⟩ = 0.755
HOMO energy (alpha / beta) = -0.60149 / -0.63637 Eh
ΔE to the lowest compared entry with this formula, charge and spin = 0.00 kcal/mol


# 4
C2H5IO | ωB97M-V with the def2-TZVPD basis set

Atoms and positions in Å:
I  2.00873  3.39684  -0.43654
O  -1.19780  0.22967  -0.38455
C  0.07241  -1.68963  0.44254
C  -0.27462  -0.43865  0.40454
H  0.73202  2.85778  -1.23780
H  0.02869  0.32482  1.14144
H  -1.73539  -0.36546  -1.04902
H  -0.15603  -2.39617  -0.29263
H  0.52198  -1.91920  1.41202

Values from the calculation:
Kohn-Sham gap = 9.940 eV
total charge = 0
electronic energy = -12301.708 eV
HOMO energy = -0.34209 Eh
ΔE to the lowest compared entry with this formula, charge and spin = 26.87 kcal/mol
structure (SMILES) = C=CO.I


> Which value of ΔE to the lowest compared entry with this formula, charge and spin does entry 4 give?

26.87 kcal/mol


> The lowest electronic energy belongs to which entry?

C13H25N3O2S


> Which value of total charge does entry 3 give?

+2